(1)
Density functional theory data (the ωB97M-V functional and the def2-TZVPD basis) for a 5-piece molecular cluster, C20H25N5 overall at a distorted geometry.

Last column: Mulliken charge in e.
Cartesian coordinates (Å):
C1 -0.812 -1.139 4.240  -0.632
C2 -1.332 0.185 3.936  0.033
C3 -2.594 0.017 3.355  -0.759
N1 -2.902 -1.328 3.255  0.079
C4 -1.818 -2.026 3.773  -0.259
H1 0.169 -1.328 4.650  0.484
H2 -0.705 1.004 4.254  0.428
H3 -3.348 0.720 3.034  0.423
H4 -3.743 -1.664 2.809  0.270
H5 -1.900 -3.095 3.902  0.427
C5 -1.263 0.152 -0.350  -1.683
C6 0.070 0.052 -0.090  0.036
C7 0.271 -0.502 1.200  -1.064
N2 -0.978 -0.603 1.734  0.392
C8 -1.942 -0.208 0.833  -0.419
H6 -1.621 0.395 -1.339  0.831
H7 0.892 0.361 -0.719  0.443
H8 1.096 -0.641 1.882  0.623
H9 -1.229 -0.953 2.647  0.105
H10 -2.961 -0.372 1.153  0.438
C9 1.634 -2.104 -1.145  -0.751
C10 1.468 -2.522 0.196  -0.281
C11 2.657 -3.219 0.515  -1.141
N3 3.512 -3.216 -0.547  0.073
C12 2.921 -2.527 -1.524  -1.307
H11 0.894 -1.635 -1.776  1.109
H12 0.606 -2.378 0.831  0.921
H13 2.856 -3.635 1.491  0.392
H14 4.465 -3.539 -0.461  0.247
H15 3.469 -2.315 -2.430  0.715
C13 -2.117 3.299 -0.622  -0.610
C14 -2.925 2.144 -0.811  0.089
C15 -3.803 2.442 -1.757  -0.945
N4 -3.511 3.632 -2.372  0.016
C16 -2.481 4.145 -1.674  -0.683
H16 -1.416 3.512 0.171  0.411
H17 -2.829 1.182 -0.329  0.813
H18 -4.480 1.763 -2.255  0.357
H19 -3.794 4.054 -3.244  0.217
H20 -2.197 5.168 -1.872  0.411
C17 2.353 0.251 -1.685  0.382
C18 3.673 -0.154 -1.723  -1.306
C19 4.231 0.525 -2.817  -0.601
N5 3.386 1.412 -3.301  0.054
C20 2.201 1.245 -2.702  -1.297
H21 1.570 -0.048 -1.005  0.713
H22 4.138 -0.892 -1.086  0.693
H23 5.226 0.421 -3.223  0.423
H24 3.569 2.061 -4.053  0.215
H25 1.377 1.900 -2.947  0.479

Force components x, y, z for each atom (eV/Å):
C -3.043 0.101 -0.030
C -0.961 -1.173 2.461
C -0.516 0.919 2.412
N 1.542 1.099 1.747
C 0.165 -0.627 1.847
H -0.265 -0.341 -0.041
H -0.695 0.581 -0.594
H 0.409 0.178 -0.015
H 0.399 -0.280 0.232
H 0.244 0.038 -0.315
C -0.742 -1.107 0.402
C 1.056 -0.303 2.308
C -2.205 2.450 0.289
N 0.355 -0.077 -4.225
C 1.523 -1.142 -0.628
H -0.018 -0.081 0.371
H -5.114 2.299 2.221
H 0.206 0.099 -0.462
H 1.819 -0.289 -2.633
H 0.077 0.333 -0.946
C 1.109 -2.152 -0.131
C 2.083 -2.152 -0.584
C -2.064 0.708 1.487
N -0.220 -0.330 1.636
C -1.735 -0.183 -2.069
H 0.271 -0.203 0.082
H 0.429 -0.724 -0.371
H 0.458 -0.207 -0.252
H -0.256 0.177 -0.430
H -0.383 -0.387 0.000
C -0.207 0.679 -1.393
C 0.067 0.472 1.968
C -1.927 -1.295 -3.303
N 0.360 0.150 0.534
C 1.155 1.116 1.637
H 0.116 -0.119 -0.257
H -1.051 1.392 0.051
H -0.201 0.030 0.131
H -0.453 -0.560 0.336
H 0.316 -0.075 0.036
C 0.637 2.866 -2.239
C 1.348 1.352 -1.590
C 2.923 -1.670 1.876
N -0.692 0.678 -1.427
C -1.468 -0.651 2.222
H 5.077 -1.863 -2.435
H 0.190 0.636 -0.221
H 0.029 0.155 0.062
H -0.045 -0.336 0.138
H -0.101 -0.183 0.110

Properties
E (eV): -28585.69783
Energy above the lowest of the compared OMol25 structures with the same formula, charge and spin (kJ/mol): 1051.47
Orbital gap (eV): 7.7741
HOMO level (eV): -6.99

***

(2)
Density functional theory data (the ωB97M-V functional and the def2-TZVPD basis) for one molecule with the formula C20H25NO2.

Last column: Mulliken charge in e.
Cartesian coordinates (Å):
C1 -0.396 -2.692 -6.021  -0.513
C2 -0.168 -3.918 -5.416  -0.377
C3 0.589 -3.996 -4.266  -0.537
C4 1.131 -2.843 -3.698  0.636
O1 1.867 -3.036 -2.566  -0.426
C5 2.480 -1.923 -1.954  -0.772
C6 1.513 -0.935 -1.347  0.378
C7 1.875 0.397 -1.195  -0.720
C8 0.997 1.300 -0.627  -0.446
C9 -0.266 0.899 -0.208  0.636
C10 -1.202 1.872 0.448  -1.418
C11 -0.981 1.877 1.965  0.525
C12 -1.941 2.859 2.657  -1.291
N1 -1.873 2.995 4.090  0.167
C13 -0.712 3.643 4.665  -0.750
C14 0.384 2.663 5.108  -0.384
O2 -0.136 1.677 5.974  -0.411
C15 -1.170 0.952 5.343  -0.384
C16 -2.311 1.882 4.907  -0.754
C17 -0.621 -0.435 -0.361  -0.558
C18 0.257 -1.343 -0.921  -0.432
C19 0.900 -1.613 -4.303  -0.170
C20 0.139 -1.548 -5.459  -0.670
H1 -0.988 -2.630 -6.921  0.380
H2 -0.581 -4.819 -5.845  0.363
H3 0.778 -4.942 -3.783  0.399
H4 3.148 -1.414 -2.662  0.437
H5 3.097 -2.361 -1.160  0.332
H6 2.850 0.728 -1.524  0.384
H7 1.292 2.334 -0.515  0.383
H8 -2.237 1.594 0.237  0.443
H9 -1.032 2.878 0.057  0.443
H10 0.054 2.159 2.169  0.130
H11 -1.142 0.867 2.347  0.144
H12 -1.778 3.858 2.237  0.308
H13 -2.969 2.567 2.416  0.313
H14 -0.306 4.361 3.951  0.370
H15 -1.055 4.188 5.555  0.354
H16 1.156 3.186 5.676  0.368
H17 0.848 2.178 4.236  0.247
H18 -1.527 0.231 6.082  0.368
H19 -0.761 0.405 4.480  0.248
H20 -3.072 1.314 4.369  0.371
H21 -2.764 2.305 5.813  0.353
H22 -1.599 -0.766 -0.042  0.392
H23 -0.032 -2.377 -1.037  0.446
H24 1.294 -0.702 -3.880  0.338
H25 -0.035 -0.587 -5.919  0.362

Force components x, y, z for each atom (eV/Å):
C -0.083 0.090 -0.129
C 0.011 -0.009 0.023
C 0.117 0.067 0.198
C -0.138 -0.113 -0.242
O -0.127 -0.148 -0.029
C 0.281 0.152 0.168
C -0.016 -0.056 -0.019
C 0.028 -0.199 -0.020
C -0.067 0.008 0.035
C -0.073 0.092 -0.121
C 0.153 -0.105 0.284
C -0.338 0.305 -0.067
C 0.146 -0.146 -0.057
N 0.043 -0.024 0.086
C 0.113 -0.176 0.178
C 0.005 0.286 -0.169
O -0.036 0.054 0.146
C -0.304 -0.055 -0.124
C 0.210 -0.069 0.165
C 0.045 0.053 0.001
C 0.108 -0.059 -0.002
C 0.232 0.063 0.241
C -0.063 -0.061 -0.119
H -0.050 0.009 -0.071
H -0.024 -0.078 -0.025
H 0.026 -0.109 0.055
H -0.079 -0.057 0.071
H -0.044 0.091 -0.186
H 0.099 0.048 -0.065
H 0.016 0.128 0.010
H -0.034 0.058 -0.053
H -0.067 0.022 -0.048
H 0.044 -0.075 0.043
H 0.083 -0.032 0.037
H -0.069 -0.029 -0.088
H 0.012 0.056 -0.103
H 0.016 0.067 0.005
H 0.149 0.054 -0.014
H 0.001 0.004 -0.090
H -0.017 0.055 0.073
H -0.016 -0.014 -0.088
H -0.046 0.023 0.077
H -0.065 -0.022 0.017
H -0.040 -0.153 0.014
H -0.127 -0.024 0.032
H -0.037 -0.090 -0.042
H 0.032 0.049 0.042
H -0.012 0.071 -0.029

Properties
E (eV): -26730.06969
Energy above the lowest of the compared OMol25 structures with the same formula, charge and spin (kJ/mol): 158.69
Orbital gap (eV): 8.7399
HOMO level (eV): -7.95

***

(3)
Density functional theory data (the ωB97M-V functional and the def2-TZVPD basis) for one molecule with the formula C20H25NO4 at a distorted geometry.

Last column: Mulliken charge in e.
Cartesian coordinates (Å):
C1 2.548 1.010 3.561  -0.219
C2 2.895 1.420 2.457  -0.664
C3 3.498 1.454 0.992  -0.225
C4 2.569 0.697 -0.053  0.924
C5 2.157 1.396 -1.342  0.715
C6 2.602 2.878 -1.699  -0.795
C7 4.183 3.097 -1.705  -0.931
C8 1.255 0.733 -2.372  -1.241
C9 0.752 -0.641 -2.097  -0.137
C10 1.175 -1.319 -0.808  0.051
C11 2.078 -0.720 0.213  0.771
C12 2.454 -1.583 1.474  -0.387
C13 4.024 -1.676 1.716  -1.121
C14 0.438 -2.708 -0.884  -0.088
O1 0.681 -3.774 -0.371  -0.541
N1 -0.694 -2.475 -1.807  -0.050
C15 -1.889 -1.827 -1.220  -0.401
O2 -2.246 -2.339 0.067  -0.298
C16 -3.660 -2.226 0.320  -0.466
C17 -4.276 -0.806 -0.017  -0.305
O3 -5.575 -0.585 0.549  -0.397
C18 -5.918 0.813 0.564  -0.348
C19 -5.497 1.434 1.991  -0.803
C20 -0.211 -1.599 -2.897  0.171
O4 -0.516 -1.661 -4.061  -0.514
H1 1.970 0.588 4.427  0.352
H2 3.593 2.561 0.749  0.239
H3 4.558 1.041 0.979  0.361
H4 2.108 3.622 -1.010  0.378
H5 2.237 3.118 -2.752  0.269
H6 4.415 3.806 -0.838  0.255
H7 4.762 2.148 -1.461  0.280
H8 4.563 3.619 -2.631  0.317
H9 0.952 1.239 -3.334  0.254
H10 2.089 -2.639 1.268  0.306
H11 1.863 -1.200 2.353  0.327
H12 4.349 -1.130 2.659  0.215
H13 4.627 -1.219 0.862  0.311
H14 4.356 -2.760 1.772  0.357
H15 -1.778 -0.690 -1.104  0.277
H16 -2.749 -1.973 -1.957  0.279
H17 -4.251 -3.046 -0.207  0.254
H18 -3.791 -2.404 1.439  0.268
H19 -3.575 0.061 0.232  0.353
H20 -4.405 -0.762 -1.155  0.230
H21 -5.457 1.410 -0.278  0.311
H22 -7.050 0.919 0.500  0.317
H23 -5.303 2.537 1.829  0.261
H24 -6.322 1.306 2.762  0.271
H25 -4.587 0.854 2.324  0.258

Force components x, y, z for each atom (eV/Å):
C -0.802 0.279 -0.990
C 0.732 -1.764 -0.265
C -0.863 0.761 0.957
C -1.535 -0.928 -1.773
C -0.993 -1.532 -0.007
C 0.206 -0.598 -0.581
C 0.085 0.575 1.386
C 0.602 -1.986 2.305
C 2.308 1.703 1.780
C 0.243 1.477 -1.399
C -0.687 0.985 -2.136
C -0.089 -0.352 -0.932
C 0.453 0.228 0.052
C 0.330 1.055 0.782
O -0.406 1.702 -0.696
N -0.206 -0.692 -0.391
C -1.575 0.738 -0.309
O -0.310 0.287 -0.986
C -1.031 0.055 1.278
C 0.414 0.454 -1.563
O 0.622 0.257 -0.327
C -0.658 0.733 1.506
C -0.276 -0.250 -0.960
C 0.864 0.813 1.336
O 0.316 0.293 1.818
H 1.226 0.966 -1.276
H -0.225 -1.541 -0.023
H -1.463 0.374 0.257
H 0.502 -0.870 -0.617
H 0.226 -0.468 1.451
H -0.087 -0.856 -1.188
H -0.771 1.149 -0.723
H -0.472 -0.888 0.890
H 0.550 -0.468 1.367
H 0.302 1.420 0.190
H 0.901 -0.330 -0.824
H -0.465 -0.767 -1.126
H -0.951 -0.604 0.993
H -0.478 1.332 0.091
H 0.331 -1.271 -0.235
H 1.149 -0.039 0.791
H 0.807 1.028 0.381
H 0.276 0.198 -1.446
H -0.653 -1.276 0.085
H 0.227 0.068 1.273
H -0.345 -0.883 0.771
H 1.441 -0.422 -0.249
H 0.007 -1.226 0.519
H 1.067 0.083 -1.040
H -0.845 0.997 -0.197

Properties
E (eV): -30818.23251
Energy above the lowest of the compared OMol25 structures with the same formula, charge and spin (kJ/mol): 930.43
Orbital gap (eV): 8.7153
HOMO level (eV): -9.21